w:
ORCA calculation (ωB97M-V with the def2-TZVPD basis set) on an isolated molecule of C5H10NO2P.

HOMO-LUMO gap = 9.374 eV
SMILES = N[C@]1(C(=O)O)CCCP1
E_HOMO = -8.63 eV

Bonds (Å) are listed after each position.
Positions of all 19 atoms, in Å:
1 P 1.644 0.679 -0.831  C6 1.917, C7 1.852, H18 1.522
2 O 2.767 -1.536 0.217  C5 1.210
3 O 1.120 -3.153 0.128  C5 1.313, H13 0.993
4 N -0.285 -1.511 -1.426  C6 1.447, H10 1.059, H19 0.983
5 C 1.641 -1.950 0.060  O2 1.210, O3 1.313, C6 1.654
6 C 0.530 -0.832 -0.443  P1 1.917, N4 1.447, C5 1.654, C8 1.627
7 C 0.920 1.623 0.588  P1 1.852, C9 1.574, H14 1.195, H17 1.098
8 C -0.438 -0.438 0.805  C6 1.627, C9 1.538, H11 1.079, H16 1.099
9 C -0.554 1.094 0.743  C7 1.574, C8 1.538, H12 1.193, H15 1.063
10 H 0.191 -1.731 -2.345  N4 1.059
11 H -1.408 -0.863 0.596  C8 1.079
12 H -1.211 1.447 -0.189  C9 1.193
13 H 0.186 -3.038 -0.190  O3 0.993
14 H 0.862 2.770 0.256  C7 1.195
15 H -1.126 1.491 1.547  C9 1.063
16 H 0.179 -0.699 1.677  C8 1.099
17 H 1.492 1.301 1.467  C7 1.098
18 H 0.831 1.383 -1.909  P1 1.522
19 H -1.098 -0.961 -1.385  N4 0.983

x:
ORCA calculation (ωB97M-V with the def2-TZVPD basis set) on an isolated molecule of C5H10NO2P.

HOMO-LUMO gap = 8.216 eV
E_HOMO = -7.52 eV

Bonds (Å) are listed after each position.
Positions of all 19 atoms, in Å:
1 P 2.070 0.393 0.340  C6 1.853, C8 1.818, H12 1.455
2 O -1.404 1.841 -0.772  C9 1.189
3 O -0.121 -0.469 1.626  C6 1.361, H17 0.926
4 N -1.771 -0.400 -1.383  C5 1.462, C9 1.341, H16 0.960
5 C -1.279 -1.640 -0.783  N4 1.462, C7 1.485, H11 1.106, H15 1.157
6 C 0.383 -0.372 0.366  P1 1.853, O3 1.361, C7 1.494
7 C 0.167 -1.608 -0.446  C5 1.485, C6 1.494, H13 1.041, H14 1.124
8 C 1.605 1.978 1.101  P1 1.818, H10 1.142, H18 1.170, H19 1.148
9 C -1.208 0.669 -0.802  O2 1.189, N4 1.341
10 H 0.813 2.629 0.597  C8 1.142
11 H -1.753 -1.921 0.176  C5 1.106
12 H 2.166 0.931 -1.010  P1 1.455
13 H 0.812 -1.480 -1.252  C7 1.041
14 H 0.407 -2.518 0.170  C7 1.124
15 H -1.465 -2.525 -1.505  C5 1.157
16 H -2.727 -0.342 -1.449  N4 0.960
17 H -0.441 0.365 1.871  O3 0.926
18 H 1.210 1.834 2.193  C8 1.170
19 H 2.536 2.634 0.961  C8 1.148

What should be chosen as the least stable of them? Choose x.

w:
ORCA calculation (ωB97M-V with the def2-TZVPD basis set) on a cluster of 4 separate species, CH9NO3 in total.

HOMO-LUMO gap = 11.043 eV
SMILES = C=N.O.O.O
E_HOMO = -10.21 eV

Bonds (Å) are listed after each position.
Positions of all 14 atoms, in Å:
1 O 0.607 2.654 -1.310  H6 0.960, H9 0.958
2 O -1.284 -2.084 0.040  H8 0.967, H14 0.962
3 O -0.010 -0.184 -1.938  H7 0.967, H10 0.967
4 N 0.744 0.099 1.502  C5 1.277, H13 1.019
5 C 0.090 -0.550 2.386  N4 1.277, H11 1.084, H12 1.083
6 H 0.681 2.391 -0.390  O1 0.960
7 H 0.407 -1.056 -1.900  O3 0.967
8 H -1.237 -1.270 -0.480  O2 0.967
9 H -0.322 2.577 -1.530  O1 0.958
10 H 0.714 0.378 -1.627  O3 0.967
11 H -0.865 -0.937 2.051  C5 1.084
12 H 0.376 -0.518 3.430  C5 1.083
13 H 1.434 0.710 1.937  N4 1.019
14 H -1.717 -2.723 -0.533  O2 0.962

x:
ORCA calculation (ωB97M-V with the def2-TZVPD basis set) on a cluster of 4 separate species, CH9NO3 in total.

HOMO-LUMO gap = 10.384 eV
SMILES = C=N.O.O.O
E_HOMO = -9.61 eV

Bonds (Å) are listed after each position.
Positions of all 14 atoms, in Å:
1 O 1.109 -1.184 -1.467  H7 0.957, H9 1.018
2 O 1.491 -0.089 2.403  H6 0.977, H10 0.985
3 O -1.871 -1.555 -0.509  H12 0.969, H13 0.968
4 N -0.784 1.424 -0.765  C5 1.270, H14 1.055
5 C -0.067 2.018 0.099  N4 1.270, H8 1.116, H11 1.096
6 H 1.440 -0.901 2.944  O2 0.977
7 H 1.160 -1.895 -2.106  O1 0.957
8 H 0.459 2.985 -0.083  C5 1.116
9 H 0.247 -1.449 -0.994  O1 1.018
10 H 2.410 0.101 2.702  O2 0.985
11 H 0.024 1.774 1.164  C5 1.096
12 H -2.607 -1.466 0.117  O3 0.969
13 H -1.889 -0.685 -0.932  O3 0.968
14 H -1.191 2.088 -1.477  N4 1.055

What should be chosen as the least stable of them? Choose x.

w:
ORCA calculation (ωB97M-V with the def2-TZVPD basis set) on a cluster of 2 separate species, C6H12O in total.

HOMO-LUMO gap = 10.613 eV
SMILES = CCC(C)=O.C=C
E_HOMO = -9.66 eV

Bonds (Å) are listed after each position.
Positions of all 19 atoms, in Å:
1 O -0.413 -1.572 -1.028  C4 1.215
2 C 2.617 1.324 -0.909  C5 1.329, H15 1.088, H18 1.089
3 C -2.277 -1.697 0.451  C4 1.514, H8 1.091, H11 1.096, H19 1.097
4 C -1.164 -0.978 -0.280  O1 1.215, C3 1.514, C7 1.518
5 C 2.574 0.029 -1.204  C2 1.329, H9 1.089, H14 1.088
6 C -0.279 0.780 1.295  C7 1.534, H12 1.095, H13 1.096, H16 1.095
7 C -1.019 0.511 -0.022  C4 1.518, C6 1.534, H10 1.095, H17 1.097
8 H -2.188 -2.773 0.294  C3 1.091
9 H 1.635 -0.501 -1.358  C5 1.089
10 H -0.462 0.940 -0.861  C7 1.095
11 H -2.253 -1.472 1.523  C3 1.096
12 H 0.724 0.342 1.272  C6 1.095
13 H -0.820 0.369 2.155  C6 1.096
14 H 3.487 -0.555 -1.300  C5 1.088
15 H 3.557 1.850 -0.753  C2 1.088
16 H -0.172 1.857 1.458  C6 1.095
17 H -2.012 0.978 0.009  C7 1.097
18 H 1.711 1.920 -0.813  C2 1.089
19 H -3.246 -1.353 0.070  C3 1.097

x:
ORCA calculation (ωB97M-V with the def2-TZVPD basis set) on an isolated molecule of C6H12O.

HOMO-LUMO gap = 9.785 eV
SMILES = C=C(C)CCOC
E_HOMO = -8.74 eV

Bonds (Å) are listed after each position.
Positions of all 19 atoms, in Å:
1 O -1.211 0.006 0.514  C3 1.411, C7 1.399
2 C 1.746 -1.624 -0.332  C4 1.503, H10 1.100, H13 1.098, H15 1.093
3 C -0.985 0.072 -0.878  O1 1.411, C5 1.566, H14 1.096, H17 1.096
4 C 1.327 -0.190 -0.158  C2 1.503, C5 1.505, C6 1.331
5 C 0.495 0.425 -1.251  C3 1.566, C4 1.505, H18 1.097, H19 1.098
6 C 1.265 0.412 1.027  C4 1.331, H9 1.086, H11 1.087
7 C -2.052 0.912 1.170  O1 1.399, H8 1.094, H12 1.101, H16 1.103
8 H -1.814 0.776 2.229  C7 1.094
9 H 1.400 -0.116 1.966  C6 1.086
10 H 0.909 -2.222 -0.721  C2 1.100
11 H 0.805 1.395 1.090  C6 1.087
12 H -3.114 0.670 1.004  C7 1.101
13 H 2.572 -1.745 -1.044  C2 1.098
14 H -1.699 0.753 -1.353  C3 1.096
15 H 2.047 -2.052 0.628  C2 1.093
16 H -1.885 1.975 0.929  C7 1.103
17 H -1.168 -0.945 -1.241  C3 1.096
18 H 0.658 1.506 -1.342  C5 1.097
19 H 0.702 -0.008 -2.238  C5 1.098

y:
ORCA calculation (ωB97M-V with the def2-TZVPD basis set) on a cluster of 2 separate species, C6H12O in total.

HOMO-LUMO gap = 10.646 eV
SMILES = CCC=O.C=CC
E_HOMO = -9.66 eV

Bonds (Å) are listed after each position.
Positions of all 19 atoms, in Å:
1 O 0.185 -1.190 1.356  C7 1.209
2 C 1.464 -0.163 -0.406  C6 1.532, C7 1.507, H11 1.097, H14 1.095
3 C -1.562 1.412 -0.724  C5 1.331, H8 1.089, H19 1.087
4 C -2.316 -0.976 -0.498  C5 1.499, H12 1.096, H13 1.095, H18 1.095
5 C -2.131 0.434 -0.022  C3 1.331, C4 1.499, H16 1.091
6 C 2.944 -0.024 -0.035  C2 1.532, H10 1.095, H15 1.096, H17 1.093
7 C 0.661 -0.191 0.868  O1 1.209, C2 1.507, H9 1.112
8 H -1.192 1.243 -1.735  C3 1.089
9 H 0.587 0.787 1.392  C7 1.112
10 H 3.264 -0.871 0.579  C6 1.095
11 H 1.146 0.691 -1.017  C2 1.097
12 H -3.375 -1.187 -0.688  C4 1.096
13 H -1.759 -1.161 -1.423  C4 1.095
14 H 1.276 -1.087 -0.963  C2 1.095
15 H 3.115 0.894 0.540  C6 1.096
16 H -2.479 0.646 0.989  C5 1.091
17 H 3.574 0.014 -0.927  C6 1.093
18 H -1.963 -1.685 0.259  C4 1.095
19 H -1.447 2.415 -0.321  C3 1.087

What should be chosen as the least stable of them? Choose x.